# 1
Formula: C40H67FeN5O3SeSi
Source: the OMol25 dataset
Level of theory: wB97M-V/def2-TZVPD

The value obtained for the HOMO energy (alpha / beta) is -6.77 / -6.76 eV. For the HOMO-LUMO gap (alpha / beta), the calculation gives 6.543 / 6.614 eV. Its spin multiplicity is 5. For the energy above the lowest of the compared OMol25 structures with the same formula, charge and spin, the calculation gives 0.0 kJ/mol.

Geometry as XYZ:
```
118
Properties=species:S:1:pos:R:3:forces:R:3
Fe -0.701 1.168 0.991 0.599 0.045 0.193
C 0.519 -6.145 1.858 0.921 -1.027 0.584
C 1.887 -5.460 1.576 -2.066 -0.120 0.005
C 2.421 -6.073 0.276 0.361 -0.339 0.431
C 2.831 -5.708 2.751 0.089 -0.181 -0.470
C 1.599 -3.945 1.400 0.012 0.377 -0.261
C 0.357 -3.326 1.485 0.613 0.027 -0.361
C 0.165 -1.960 1.230 0.389 -0.495 -0.153
Se -1.635 -1.334 1.033 -0.195 0.304 0.374
C -1.818 -1.208 -0.877 -0.118 0.476 0.352
C -2.121 -2.358 -1.559 0.042 -0.368 -0.435
C -2.206 -2.388 -2.936 -0.169 1.000 -0.431
C -1.911 -1.167 -3.583 -0.126 0.160 -0.109
C -1.594 0.052 -2.935 -0.097 -0.638 0.712
C -1.682 0.066 -1.500 0.635 -0.705 -0.540
O -1.524 1.143 -0.786 -0.308 0.444 0.041
C -1.022 1.250 -3.730 1.052 -0.736 -1.195
C -0.226 0.663 -4.955 0.439 -0.490 0.400
C 0.023 2.084 -2.956 0.149 0.008 -0.285
C -2.086 2.127 -4.349 -0.877 1.523 0.374
C -2.738 -3.661 -3.600 0.202 -0.385 -0.370
C -2.649 -3.617 -5.142 -0.078 -0.146 0.758
C -1.957 -4.920 -3.163 -0.274 -0.063 -0.861
C -4.199 -3.883 -3.231 -0.635 -0.258 -0.245
C 1.242 -1.087 0.955 0.737 -0.111 -0.533
O 1.104 0.198 0.779 -0.412 -0.183 0.059
C 2.543 -1.707 0.828 -0.148 -0.574 0.489
C 2.626 -3.081 1.039 2.007 -0.244 0.062
C 3.820 -0.881 0.528 -1.440 -0.242 -0.624
C 4.043 0.083 1.672 0.513 0.316 0.216
C 3.543 -0.067 -0.764 0.245 -0.772 0.250
C 5.054 -1.750 0.319 -0.612 0.314 -1.505
H 0.664 -7.266 1.892 -0.280 1.132 -0.175
H 0.106 -5.845 2.821 0.093 0.034 0.186
H -0.216 -5.861 1.124 -0.204 -0.260 -0.513
H 2.622 -7.165 0.376 -0.562 0.547 0.004
H 1.739 -5.859 -0.556 0.305 -0.169 0.093
H 3.408 -5.670 0.098 0.251 0.402 -0.500
H 2.864 -6.790 3.051 0.000 1.042 -0.205
H 3.813 -5.365 2.425 0.270 -0.235 0.296
H 2.522 -5.047 3.558 0.007 -0.301 0.400
H -0.488 -3.925 1.687 -0.990 -0.354 0.221
H -2.313 -3.292 -1.067 0.043 -0.124 0.663
H -1.946 -1.141 -4.671 0.125 -0.094 0.186
H 0.439 -0.175 -4.658 -0.556 0.280 -0.051
H -0.858 0.339 -5.795 0.086 0.034 0.367
H 0.461 1.410 -5.335 -0.050 0.421 -0.195
H 0.849 1.449 -2.623 -0.176 -0.032 0.280
H 0.485 2.850 -3.589 -0.174 -0.195 -0.442
H -0.385 2.638 -2.133 -0.262 -0.135 0.559
H -2.729 1.545 -5.012 -0.067 -0.017 0.069
H -2.729 2.581 -3.553 0.367 -0.299 -0.586
H -1.678 2.986 -4.962 -0.139 -0.946 0.652
H -1.587 -3.575 -5.382 -0.095 0.418 -0.478
H -3.034 -4.557 -5.549 -0.018 0.094 0.045
H -3.260 -2.800 -5.545 0.439 -0.039 -0.114
H -0.927 -4.887 -3.503 0.208 0.046 -0.139
H -1.933 -5.041 -2.107 -0.040 -0.078 0.997
H -2.435 -5.828 -3.581 0.216 0.441 0.102
H -4.817 -3.055 -3.551 -0.132 0.363 -0.266
H -4.561 -4.778 -3.760 0.002 0.148 0.197
H -4.435 -4.002 -2.174 0.438 -0.115 0.184
H 3.642 -3.561 0.968 -1.077 0.652 -0.056
H 3.168 0.716 1.806 0.104 0.018 0.074
H 4.257 -0.442 2.599 -0.125 -0.198 0.229
H 4.935 0.690 1.470 -0.164 0.170 -0.051
H 2.610 0.509 -0.636 0.673 -0.133 -0.341
H 4.440 0.514 -0.946 -0.016 0.672 -0.102
H 3.488 -0.763 -1.611 -0.347 0.132 0.102
H 5.326 -2.273 1.203 0.437 -0.468 0.745
H 4.906 -2.459 -0.518 -0.082 0.102 0.495
H 5.857 -1.108 -0.031 0.355 0.179 0.281
C -2.949 -0.137 4.184 1.392 -0.087 0.402
Si -3.646 1.318 3.375 -0.041 1.453 -1.516
C -4.088 2.598 4.592 -0.561 0.132 1.031
C -4.965 0.975 2.117 -0.246 -0.234 0.222
H -2.965 -0.040 5.285 -0.513 -0.334 -0.503
H -1.877 -0.240 3.953 -0.302 -0.168 -0.198
H -3.494 -0.960 3.742 0.064 -0.630 0.470
H -4.766 2.357 5.436 0.181 -0.200 -0.678
H -4.475 3.468 4.085 -0.003 0.467 -0.061
H -3.145 2.824 5.073 0.386 0.462 0.172
H -5.612 0.245 2.619 -0.243 0.074 -0.278
H -4.598 0.519 1.194 0.063 0.027 0.091
H -5.548 1.872 1.868 0.198 -0.258 0.111
O -2.799 3.410 1.881 -0.307 0.227 0.060
N -2.414 2.316 2.211 0.041 -1.114 0.314
N 0.889 2.250 4.950 0.546 2.010 0.586
C 1.477 1.044 4.850 -0.165 -1.468 -0.374
C 0.974 0.503 3.699 0.781 -1.248 0.510
N 0.148 1.387 3.075 0.070 -0.340 0.170
C 0.155 2.441 3.841 -0.594 0.563 -0.398
H 1.245 2.998 5.544 -0.497 -0.358 -0.229
H 2.097 0.626 5.620 0.137 0.012 -0.008
H 1.178 -0.495 3.329 -0.137 0.261 -0.102
H -0.325 3.350 3.557 -0.204 0.507 0.190
C -0.946 6.181 0.624 0.328 0.364 0.117
C -0.306 5.718 -0.686 -1.043 -0.232 0.303
N 0.978 5.070 -0.504 -0.210 0.768 -0.572
C 2.062 5.682 -1.270 0.771 -0.560 0.677
C 2.526 7.023 -0.673 1.021 -0.346 -0.495
C 1.068 3.883 0.133 0.411 -1.027 0.217
C 2.453 3.320 0.369 -0.083 0.458 0.314
N 0.068 3.171 0.555 -0.968 1.014 -1.092
H -1.748 6.884 0.416 -0.177 -0.007 -0.062
H -0.206 6.714 1.227 0.022 0.003 -0.056
H -1.342 5.380 1.234 -0.068 -0.228 -0.020
H -0.207 6.601 -1.323 0.327 -0.300 -0.026
H -1.002 5.034 -1.203 0.155 0.185 -0.029
H 1.733 5.811 -2.291 -0.291 0.204 -0.377
H 2.868 4.931 -1.350 -0.149 0.663 0.206
H 1.749 7.767 -0.685 -0.504 0.200 0.083
H 3.356 7.453 -1.267 -0.366 -0.323 0.138
H 2.907 6.923 0.346 -0.193 -0.155 -0.035
H 2.873 2.922 -0.555 -0.094 -0.098 -0.077
H 2.318 2.484 1.058 0.290 0.213 -0.035
H 3.159 4.096 0.732 -0.417 -0.544 0.033
H -0.831 3.518 0.144 0.881 -0.057 0.674
```
Positions in Å, forces in eV/Å.

# 2
Formula: C40H68O50S8
Source: the OMol25 dataset
Level of theory: wB97M-V/def2-TZVPD

The value obtained for the HOMO energy is -10.61 eV. For the HOMO-LUMO gap, the calculation gives 10.472 eV. Its spin multiplicity is 1. For the energy above the lowest of the compared OMol25 structures with the same formula, charge and spin, the calculation gives 0.0 kJ/mol.

Geometry as XYZ:
```
166
Properties=species:S:1:pos:R:3:forces:R:3
C 14.186 11.029 16.223 0.552 0.878 0.779
C 14.368 10.695 14.767 0.692 1.114 0.814
C 14.012 12.028 14.047 -0.940 -1.092 0.072
O 15.268 12.607 13.839 0.915 1.003 -0.561
C 16.255 11.726 13.979 0.167 -1.310 1.262
O 17.426 11.918 13.856 -0.078 0.594 -0.616
O 15.780 10.526 14.403 -1.038 0.392 -0.104
H 13.116 11.039 16.395 -0.246 -0.101 0.291
H 14.555 12.045 16.451 -0.183 -0.222 -0.298
H 14.708 10.446 16.964 -0.002 -0.839 -0.042
H 13.827 9.779 14.554 0.039 0.106 -0.710
H 13.406 12.718 14.658 0.247 -0.437 -0.229
H 13.525 11.848 13.106 -0.198 0.134 -0.611
C 17.354 20.873 19.383 -0.344 0.148 -0.021
C 16.944 21.605 18.105 -0.076 -0.777 -0.082
C 17.799 21.514 16.847 1.882 -1.296 -0.227
O 16.876 21.486 15.782 -0.940 0.433 -0.748
C 15.668 21.135 16.234 1.404 -0.171 0.721
O 14.752 20.827 15.544 -0.956 0.049 -0.449
O 15.673 21.099 17.574 -0.225 0.341 0.703
H 17.589 19.861 19.111 0.086 -0.544 0.157
H 16.590 20.867 20.205 0.400 0.171 -1.029
H 18.251 21.333 19.797 0.026 0.088 -0.157
H 16.881 22.650 18.307 -0.774 0.869 0.259
H 18.422 20.588 16.680 -0.542 0.796 0.809
H 18.444 22.379 16.720 0.020 0.031 0.098
C 14.058 18.122 19.801 -0.255 -0.362 -1.643
C 14.645 16.957 20.540 -1.630 0.470 0.546
C 15.194 15.908 19.562 1.147 1.011 0.599
O 16.624 15.997 19.808 -0.069 0.820 -0.018
C 16.858 16.983 20.703 2.943 -1.021 1.670
O 17.970 17.269 21.120 -1.609 -0.094 -1.278
O 15.744 17.400 21.277 0.859 0.542 0.298
H 14.749 18.485 19.022 -0.013 -0.167 0.241
H 13.784 18.994 20.388 -0.315 -0.301 0.290
H 13.226 17.634 19.254 -0.120 0.848 0.186
H 13.911 16.655 21.307 0.232 -0.563 -0.529
H 15.058 16.277 18.555 -0.475 -0.419 -0.087
H 14.965 14.879 19.729 -0.693 -0.513 -0.056
C 9.996 17.210 17.816 -0.979 0.501 1.293
C 10.257 15.753 17.888 1.714 -1.569 -0.012
C 10.206 14.910 16.595 0.452 0.833 0.469
O 11.480 14.263 16.557 0.719 -0.262 -0.093
C 12.347 14.765 17.487 -1.453 0.853 -0.671
O 13.519 14.567 17.527 -0.278 -0.576 0.054
O 11.677 15.598 18.298 -0.227 -0.078 -0.003
H 10.433 17.788 16.993 -0.404 -0.669 -0.211
H 10.505 17.602 18.714 -0.668 0.178 -0.127
H 8.881 17.287 17.931 1.029 0.681 -0.314
H 9.700 15.207 18.675 0.055 0.778 -0.281
H 10.059 15.538 15.702 0.199 -0.390 0.204
H 9.447 14.159 16.699 -0.359 -0.398 -0.321
C 19.708 14.318 19.553 -0.803 -0.040 -1.387
C 19.754 12.901 19.077 0.155 -1.047 1.396
C 18.797 12.003 19.965 2.046 0.481 0.671
O 17.570 12.085 19.265 -0.073 -0.295 -1.090
C 17.856 12.335 17.945 0.377 0.027 1.976
O 17.097 12.219 17.053 -1.524 -0.218 -1.179
O 19.089 12.771 17.793 1.352 0.257 0.023
H 20.174 14.910 18.781 0.060 0.586 -0.185
H 20.259 14.458 20.448 0.379 0.016 0.951
H 18.660 14.589 19.664 0.044 0.481 0.198
H 20.825 12.576 19.037 -1.317 -0.212 -0.370
H 18.695 12.506 20.960 -0.097 -0.721 -0.785
H 19.191 10.952 20.057 -0.701 0.984 -0.129
C 17.586 12.246 10.375 -1.224 -0.704 0.877
C 18.420 13.352 10.946 1.049 -0.247 -0.477
C 17.671 14.462 11.608 -0.289 0.706 0.744
O 18.412 14.768 12.830 0.399 -1.093 -0.338
C 19.377 13.807 12.969 -0.552 0.991 -0.537
O 20.241 13.773 13.792 -0.345 0.262 0.626
O 19.304 12.945 11.977 0.519 -1.545 0.049
H 18.114 11.291 10.406 0.260 0.206 -0.417
H 17.297 12.529 9.350 -0.041 -0.356 0.418
H 16.683 12.046 11.017 0.597 0.405 -0.728
H 19.111 13.638 10.159 -0.090 0.673 -0.300
H 16.668 14.089 11.843 0.073 0.511 0.290
H 17.669 15.378 11.044 -0.374 0.299 -0.252
C 20.804 18.462 18.433 -0.582 1.898 -0.144
C 21.911 19.070 19.414 -0.636 -1.603 -0.147
O 22.335 20.211 18.777 1.938 2.040 -0.882
S 21.371 20.857 17.728 -0.459 1.266 1.174
O 22.049 21.336 16.595 1.037 0.297 -0.937
O 20.512 21.786 18.394 -0.158 -0.193 0.226
O 20.655 19.577 17.360 -1.284 -2.838 0.755
H 19.767 18.298 18.862 1.452 0.035 -0.465
H 21.201 17.693 17.791 -0.068 -0.563 0.361
H 22.797 18.420 19.511 -0.606 0.015 -0.205
H 21.609 19.385 20.406 -0.760 -0.442 0.179
C 22.459 14.993 15.033 -0.815 1.280 0.289
C 21.562 14.923 16.247 1.001 -0.982 0.928
O 22.577 15.079 17.302 -0.276 -0.630 1.816
S 23.819 15.971 16.921 -2.398 0.080 -0.981
O 24.999 15.238 17.105 1.027 -0.749 -0.027
O 23.730 17.280 17.463 -0.053 0.350 0.312
O 23.287 16.057 15.442 2.732 1.765 -0.628
H 22.004 15.473 14.196 -0.673 -0.614 -0.803
H 23.049 14.120 14.823 -0.071 -0.571 -0.097
H 21.160 13.934 16.444 -0.345 0.076 -0.172
H 20.855 15.726 16.418 -0.277 0.073 -0.687
C 12.045 16.803 9.322 1.186 0.987 1.646
C 12.313 15.738 10.441 -0.263 0.593 -1.038
O 13.731 15.803 10.638 -0.212 -2.719 1.706
S 14.468 16.958 9.996 -0.807 0.376 -2.227
O 15.709 16.599 9.423 0.013 -0.489 -0.120
O 14.397 18.050 10.852 0.264 2.404 1.642
O 13.369 17.151 8.852 0.021 0.042 -0.776
H 11.573 17.727 9.712 0.223 -0.576 -0.045
H 11.487 16.446 8.504 -0.511 -0.544 -0.998
H 12.108 14.728 10.097 -0.074 0.019 0.089
H 11.768 15.970 11.350 0.243 -0.076 0.149
C 19.862 20.890 13.707 1.337 -2.943 -1.393
C 21.207 20.348 13.001 -3.040 -0.308 0.518
O 20.706 19.084 12.447 1.623 0.688 -1.293
S 19.671 18.319 13.290 -0.104 3.522 1.642
O 20.295 17.507 14.252 0.355 -1.202 0.697
O 18.699 17.836 12.403 -1.146 -0.783 -0.705
O 19.140 19.662 14.084 0.482 -0.405 -0.197
H 19.246 21.359 12.992 -0.448 0.765 -0.817
H 20.043 21.506 14.535 0.238 0.527 1.403
H 22.036 20.145 13.630 0.551 -0.103 0.826
H 21.472 20.965 12.171 0.164 0.286 -0.550
C 20.300 10.807 15.071 -1.285 0.526 -0.555
C 19.046 10.024 15.610 0.066 1.349 0.339
O 19.394 9.631 16.958 -0.165 -0.057 0.719
S 20.925 9.798 17.288 -0.661 2.521 -0.173
O 21.610 8.644 16.942 1.324 -2.439 -0.593
O 21.135 10.360 18.590 -0.474 -0.249 -0.873
O 21.193 10.912 16.156 0.655 -0.102 1.466
H 20.036 11.853 14.800 0.193 -0.963 -0.042
H 20.770 10.276 14.226 -0.143 0.257 0.392
H 18.896 9.143 15.015 -0.398 -0.385 -0.135
H 18.135 10.664 15.740 0.986 -0.766 -0.504
C 13.042 18.537 15.536 0.464 -0.394 3.419
C 13.289 18.884 14.116 0.963 -0.478 -1.005
O 12.880 17.730 13.378 -0.225 -0.198 -1.432
S 13.036 16.425 14.196 -0.263 0.290 0.593
O 14.384 15.995 14.281 -0.070 -0.103 -0.286
O 12.017 15.541 13.757 -0.232 -0.608 -0.130
O 12.566 17.089 15.555 0.590 1.441 0.443
H 12.294 19.174 16.036 -0.195 -0.669 -0.427
H 13.950 18.687 16.218 -1.102 -0.803 -1.279
H 14.354 19.005 13.941 -0.099 0.531 -0.115
H 12.658 19.660 13.733 0.107 0.677 -0.031
C 16.075 20.472 11.239 1.957 -1.498 1.150
C 17.155 19.992 10.210 -1.164 1.332 0.010
O 17.390 21.251 9.529 0.199 -0.132 -1.665
S 17.564 22.442 10.549 0.495 -0.077 -1.839
O 17.069 23.635 9.911 -0.066 -1.304 1.184
O 18.920 22.473 11.019 -0.722 -0.047 0.395
O 16.625 21.746 11.592 -0.230 1.719 1.649
H 16.184 19.829 12.170 -0.600 0.830 -1.104
H 15.045 20.645 10.929 0.247 -0.486 -0.338
H 16.818 19.231 9.506 0.096 0.284 -0.006
H 18.122 19.767 10.637 -0.127 -0.700 0.643
C 16.078 15.121 16.586 2.083 2.432 -0.714
C 17.464 15.226 15.919 -0.202 -1.243 -0.084
O 18.075 16.512 16.308 -0.162 -0.772 0.200
S 16.947 17.592 16.394 -1.478 -2.650 -1.385
O 16.839 18.296 15.171 -0.168 0.229 -0.340
O 16.952 18.314 17.592 0.674 1.070 1.734
O 15.748 16.525 16.524 -0.985 1.351 0.200
H 16.043 14.830 17.599 0.468 -0.473 1.050
H 15.322 14.599 16.075 -0.476 -0.638 -1.050
H 17.341 15.154 14.836 0.226 0.412 0.135
H 18.112 14.434 16.255 0.505 0.029 0.027
```
Positions in Å, forces in eV/Å.

| no. | electronic energy (hartree) |
| --- | --- |
| 1 | -6018.515491 |
| 2 | -8512.376077 |